No. 1
# C4H5NO

A single C4H5NO molecule (ωB97M-V/def2-TZVPD, the OMol25 dataset).

Computed properties:
Relative energy (zero: lowest compared OMol25 entry of this formula, charge and spin), kJ/mol: 180.6
Strongest force on any atom, Eh/bohr: 0.026
HOMO energy, eV: -11.1
Structure (SMILES): N#CC[C@H]1CO1
Frontier orbital gap, eV: 11.92

Structure (ORCA input):
```
! wB97M-V def2-TZVPD RIJCOSX def2/J DEFGRID3
* xyz 0 1
N 2.965 0.496 0.389
C 2.000 -0.083 0.126
C 0.734 -0.753 -0.167
C -0.420 -0.046 0.527
C -1.368 0.743 -0.245
O -1.672 -0.584 0.162
H 0.820 -1.821 0.084
H 0.538 -0.711 -1.245
H -0.287 0.455 1.480
H -1.987 1.469 0.281
H -1.082 0.976 -1.266
*
```



No. 2
# C3H4FNO

A single C3H4FNO molecule (ωB97M-V/def2-TZVPD, the OMol25 dataset).

Computed properties:
Relative energy (zero: lowest compared OMol25 entry of this formula, charge and spin), kJ/mol: 138.7
Strongest force on any atom, Eh/bohr: 0.111
HOMO energy, eV: -9.9
Structure (SMILES): O=C1NC[C@H]1F
Frontier orbital gap, eV: 10.69

Structure (ORCA input):
```
! wB97M-V def2-TZVPD RIJCOSX def2/J DEFGRID3
* xyz 0 1
O -0.221 2.197 1.132
C -0.161 1.058 0.548
N -0.253 -0.228 0.995
C -0.024 -0.932 -0.133
C 0.256 0.354 -0.876
F -0.513 0.545 -1.964
H -0.275 -0.615 1.914
H 0.837 -1.522 0.026
H -0.955 -1.493 -0.356
H 1.309 0.637 -1.286
*
```



No. 3
# C5H6

2 unconnected molecules or ions with the total composition C5H6 (ωB97M-V/def2-TZVPD, the OMol25 dataset).

Computed properties:
Relative energy (zero: lowest compared OMol25 entry of this formula, charge and spin), kJ/mol: 318.1
Strongest force on any atom, Eh/bohr: 0.039
HOMO energy, eV: -10.0
Structure (SMILES): C#CC.C#C
Frontier orbital gap, eV: 11.11

Structure (ORCA input):
```
! wB97M-V def2-TZVPD RIJCOSX def2/J DEFGRID3
* xyz 0 1
C 1.749 1.154 -0.051
C 1.426 0.001 0.020
C 0.825 -1.306 -0.005
H 2.148 2.125 -0.030
H 0.070 -1.313 -0.800
H 1.587 -2.061 -0.164
H 0.281 -1.523 0.949
C -1.554 1.105 0.012
C -2.434 0.278 -0.023
H -0.757 1.781 0.038
H -3.340 -0.242 0.053
*
```



No. 4
# C34H54ClN3O5PRu

A molecular structure, C34H54ClN3O5PRu (ωB97M-V/def2-TZVPD, the OMol25 dataset).

Computed properties:
Relative energy (zero: lowest compared OMol25 entry of this formula, charge and spin), kJ/mol: 149.3
Strongest force on any atom, Eh/bohr: 0.017
HOMO energy (spin up / spin down), eV: -7.4 / -7.9
Frontier orbital gap (spin up / spin down), eV: 6.86 / 7.04

Structure (ORCA input):
```
! wB97M-V def2-TZVPD RIJCOSX def2/J DEFGRID3
* xyz 0 2
Ru -0.601 -0.230 0.390
C -0.704 -0.775 2.723
C 0.684 -1.038 2.812
C 1.351 0.131 2.303
C 0.349 1.068 1.939
C -0.943 0.579 2.339
C -2.003 1.480 2.984
C -1.265 2.307 4.054
C -3.068 0.654 3.712
C -2.689 2.441 2.020
C 2.810 0.589 2.277
C 3.864 -0.510 2.131
C 3.036 1.575 1.120
C 3.056 1.388 3.575
C 1.210 -2.235 3.623
C 0.041 -3.078 4.161
C 2.190 -3.177 2.882
C 1.900 -1.691 4.891
H -1.475 -1.439 3.079
H 0.549 2.099 1.687
H -0.685 1.660 4.717
H -1.983 2.865 4.659
H -0.579 3.022 3.595
H -2.628 0.054 4.512
H -3.604 -0.015 3.040
H -3.804 1.323 4.162
H -1.961 3.020 1.448
H -3.305 3.142 2.590
H -3.330 1.913 1.317
H 3.749 -1.039 1.184
H 3.845 -1.240 2.932
H 4.853 -0.047 2.132
H 2.639 1.200 0.179
H 4.107 1.744 0.991
H 2.575 2.544 1.307
H 2.960 0.785 4.474
H 2.345 2.214 3.645
H 4.064 1.809 3.550
H -0.591 -3.496 3.378
H -0.590 -2.495 4.834
H 0.451 -3.913 4.732
H 1.712 -4.121 2.632
H 3.049 -3.412 3.515
H 2.560 -2.738 1.963
H 1.261 -0.967 5.402
H 2.853 -1.217 4.679
H 2.094 -2.520 5.576
C -4.189 -1.390 0.694
O -3.334 -2.191 -0.131
P -2.070 -1.488 -0.820
O -2.866 -0.766 -2.036
C -2.129 -0.183 -3.107
O -1.433 -2.735 -1.609
C -2.249 -3.604 -2.405
H -4.931 -0.882 0.077
H -3.595 -0.650 1.228
H -4.680 -2.061 1.395
H -2.789 0.519 -3.612
H -1.814 -0.954 -3.812
H -1.251 0.359 -2.746
H -3.187 -3.126 -2.682
H -2.460 -4.513 -1.840
H -1.683 -3.853 -3.300
Cl 4.439 3.486 -2.612
C 3.199 4.037 -1.527
C 3.456 5.151 -0.756
C 2.497 5.613 0.138
C 1.277 4.947 0.252
C 1.024 3.834 -0.514
C 1.974 3.327 -1.440
C 1.700 2.175 -2.183
H 4.408 5.654 -0.857
H 2.704 6.490 0.737
H 0.525 5.307 0.943
H 0.083 3.306 -0.429
H 2.405 1.798 -2.909
H 0.784 1.627 -2.017
O -1.317 1.418 -0.564
N -2.592 1.606 -0.736
C -2.918 2.502 -1.616
C -1.980 3.203 -2.446
N -1.249 3.768 -3.130
C -4.320 2.741 -1.794
N -5.444 2.932 -1.938
C 1.723 -1.515 -2.593
C 2.164 -1.555 -1.142
O 1.192 -2.132 -0.272
C 1.201 -3.565 -0.346
C 0.148 -4.164 0.562
H 1.623 -2.511 -3.024
H 2.458 -0.964 -3.183
H 0.763 -1.005 -2.686
H 2.328 -0.543 -0.775
H 3.107 -2.107 -1.042
H 2.198 -3.898 -0.038
H 1.048 -3.882 -1.380
H 0.053 -3.554 1.455
H 0.444 -5.171 0.862
H -0.826 -4.217 0.091
*
```



No. 5
# C4H9NO2S

A single C4H9NO2S molecule (ωB97M-V/def2-TZVPD, the OMol25 dataset).

Computed properties:
Relative energy (zero: lowest compared OMol25 entry of this formula, charge and spin), kJ/mol: 82.4
Strongest force on any atom, Eh/bohr: 0.035
HOMO energy, eV: -9.0
Structure (SMILES): CN[C@@H](CS)C(=O)O
Frontier orbital gap, eV: 9.61

Structure (ORCA input):
```
! wB97M-V def2-TZVPD RIJCOSX def2/J DEFGRID3
* xyz 0 1
C -1.217 -0.952 1.410
N -0.452 0.210 0.911
C -0.033 0.054 -0.502
C 0.320 1.415 -1.072
S -1.118 2.478 -1.378
C 1.109 -0.942 -0.613
O 0.941 -2.108 -0.871
O 2.328 -0.472 -0.282
H -0.688 -1.442 2.230
H -2.105 -0.529 1.880
H -1.435 -1.750 0.722
H 0.377 0.325 1.492
H -0.851 -0.481 -0.960
H 0.813 1.308 -2.037
H 0.966 1.942 -0.390
H -1.828 2.219 -0.273
H 2.875 -1.274 -0.266
*
```



No. 6
# C4H4Br12

A molecular structure, C4H4Br12 (ωB97M-V/def2-TZVPD, the OMol25 dataset).

Computed properties:
Relative energy (zero: lowest compared OMol25 entry of this formula, charge and spin), kJ/mol: 10.6
Strongest force on any atom, Eh/bohr: 0.036
HOMO energy, eV: -10.3
Frontier orbital gap, eV: 9.77

Structure (ORCA input):
```
! wB97M-V def2-TZVPD RIJCOSX def2/J DEFGRID3
* xyz 0 1
C 2.446 2.387 -4.147
Br 1.694 3.896 -3.195
Br 4.333 2.567 -4.518
Br 1.428 1.961 -5.741
H 2.330 1.511 -3.483
C -2.981 0.957 -0.286
Br -2.206 2.717 -0.789
Br -2.663 0.483 1.560
Br -2.589 -0.551 -1.452
H -4.047 1.011 -0.363
C -0.843 -2.690 4.022
Br 0.649 -3.901 4.210
Br -0.355 -0.920 4.469
Br -2.489 -3.307 4.814
H -1.002 -2.641 2.961
C 1.218 -0.648 0.414
Br 0.520 -2.452 0.747
Br 1.762 -0.499 -1.422
Br 2.419 0.038 1.728
H 0.378 0.080 0.474
*
```



No. 7
# C6H8O3

A single C6H8O3 molecule (ωB97M-V/def2-TZVPD, the OMol25 dataset).

Computed properties:
Relative energy (zero: lowest compared OMol25 entry of this formula, charge and spin), kJ/mol: 353.1
Strongest force on any atom, Eh/bohr: 0.022
HOMO energy (spin up / spin down), eV: -6.7 / -6.9
Frontier orbital gap (spin up / spin down), eV: 6.88 / 7.25

Structure (ORCA input):
```
! wB97M-V def2-TZVPD RIJCOSX def2/J DEFGRID3
* xyz 0 1
C -0.360 0.568 0.613
C -1.096 -0.164 -0.486
C -0.979 1.727 1.319
C 1.170 0.100 -0.953
C 0.454 -1.882 0.233
C 0.119 -0.949 -0.997
O 0.902 0.945 -0.019
O 2.398 -0.065 -1.413
O 1.551 -2.020 0.721
H 3.051 0.113 -0.708
H -0.365 -2.601 0.418
H -1.566 0.482 -1.243
H -1.864 -0.825 -0.078
H 0.039 -1.501 -1.932
H -1.224 2.562 0.643
H -0.320 2.112 2.099
H -1.910 1.398 1.784
*
```



No. 8
# C11H11Cl28NP

8 unconnected molecules or ions with the total composition C11H11Cl28NP (ωB97M-V/def2-TZVPD, the OMol25 dataset).

Computed properties:
Strongest force on any atom, Eh/bohr: 0.074
HOMO energy, eV: -3.1
Frontier orbital gap, eV: 4.35

Structure (ORCA input):
```
! wB97M-V def2-TZVPD RIJCOSX def2/J DEFGRID3
* xyz -1 1
C -0.701 1.562 1.739
C -0.201 0.328 0.745
P -0.167 -1.247 1.822
N -1.422 -2.337 1.085
C 1.485 -2.195 1.714
C 2.815 -1.268 1.485
H -0.664 1.178 2.865
H -1.834 1.810 1.508
H -0.015 2.506 1.643
H -1.055 0.216 -0.082
H 0.786 0.562 0.162
H -1.128 -2.527 0.088
H 1.464 -3.065 0.904
H 1.627 -2.745 2.764
H 3.439 -1.143 2.490
H 2.612 -0.186 1.088
H 3.562 -1.818 0.735
C -1.374 -1.131 -3.037
Cl -2.810 -0.335 -2.345
Cl -1.134 -2.712 -2.251
Cl -1.611 -1.367 -4.787
Cl 0.060 -0.109 -2.764
C -5.071 0.810 1.395
Cl -5.169 2.478 2.013
Cl -3.409 0.198 1.596
Cl -6.199 -0.228 2.303
Cl -5.506 0.790 -0.333
C -1.088 1.925 -7.564
Cl -0.455 1.541 -5.943
Cl -0.992 0.476 -8.597
Cl -2.785 2.448 -7.430
Cl -0.118 3.234 -8.285
C 2.548 -5.963 3.074
Cl 1.112 -5.167 3.766
Cl 2.788 -7.544 3.860
Cl 2.311 -6.199 1.324
Cl 3.982 -4.941 3.347
C 4.017 2.688 2.053
Cl 3.919 4.356 2.672
Cl 5.678 2.076 2.254
Cl 2.889 1.650 2.962
Cl 3.581 2.668 0.326
C 4.389 -1.812 6.304
Cl 5.818 -1.758 5.242
Cl 3.056 -2.643 5.464
Cl 4.792 -2.695 7.798
Cl 3.890 -0.151 6.712
C -5.541 5.558 -6.776
Cl -6.590 6.352 -7.978
Cl -6.333 5.595 -5.181
Cl -5.259 3.866 -7.260
Cl -3.984 6.418 -6.687
*
```